No. 1
Formula: C5H7O6S
Source: the OMol25 dataset
Level of theory: ωB97M-V/def2-TZVPD

Its HOMO-LUMO gap is 8.1 eV. The total charge is -1. As for the structure (SMILES): COC(=O)C(C)=[S@@](=O)([O-])OC=O. Its HOMO energy is -4.65 eV.

Positions of all 19 atoms, in Å:
C1 0.19 -3.42 -0.44
C2 -0.19 -0.12 1.06
C3 1.98 -0.37 -0.24
C4 -1.60 1.60 0.23
C5 1.09 -0.67 0.93
O1 2.88 -2.33 1.82
O2 -0.05 -4.20 -1.32
O3 -1.07 -0.37 1.87
O4 0.61 -2.71 2.60
O5 1.30 -3.35 0.22
O6 -0.36 0.94 0.15
S1 1.47 -2.19 1.59
H1 -0.57 -2.66 -0.10
H2 2.91 -0.91 -0.09
H3 1.53 -0.69 -1.19
H4 2.18 0.70 -0.32
H5 -1.51 2.51 -0.35
H6 -1.84 1.83 1.28
H7 -2.40 0.97 -0.18

=====

No. 2
Formula: H12O6
Source: the OMol25 dataset
Level of theory: ωB97M-V/def2-TZVPD

Its HOMO-LUMO gap is 11.9 eV. The total charge is 0. As for the structure (SMILES): O.O.O.O.O.O. Its HOMO energy is -11.35 eV. Its energy above the lowest of the compared OMol25 structures with the same formula, charge and spin is 12.3 kcal/mol.

Positions of all 18 atoms, in Å:
H1 3.19 -0.64 -0.70
H2 1.95 -1.32 -0.08
H3 -0.38 -1.91 -0.40
H4 0.47 -3.20 -0.78
H5 -2.20 -0.94 0.54
H6 -1.39 -1.87 1.55
H7 1.61 1.61 1.56
H8 2.04 0.91 0.19
H9 -3.16 0.57 -0.70
H10 -1.90 1.25 -0.17
H11 0.34 2.12 -0.26
H12 -0.47 3.30 -0.73
O1 2.70 -0.71 0.16
O2 0.50 -2.18 -0.83
O3 -1.75 -1.88 0.64
O4 1.75 1.76 0.60
O5 -2.66 0.73 0.11
O6 -0.54 2.30 -0.69